# 1
ORCA calculation (ωB97M-V with the def2-TZVPD basis set) on a molecular structure, C39H55CsNOP3S2.

Cartesian coordinates (Å):
1 N -2.02620 1.35876 0.82445
2 C 4.06530 0.85780 3.31345
3 H 6.26340 2.10197 -0.54465
4 C 0.78328 3.94906 -3.20221
5 C -2.11445 2.94725 -2.28868
6 H 1.66524 -6.78416 -4.12133
7 H -6.71104 -0.37508 2.47860
8 H -2.93693 -4.32632 -1.95980
9 H -0.87700 -2.60836 3.76004
10 C -2.28739 4.40379 -1.86915
11 C 0.60808 4.50467 1.59290
12 C 2.47916 -4.03101 -2.24280
13 C 2.72933 -1.03155 3.96825
14 H -4.22916 2.62405 -2.66700
15 H 1.61255 2.45989 -1.89309
16 C 2.20383 -4.54940 -0.94012
17 H -1.49631 -3.33578 -1.72219
18 H -1.39856 5.00844 -2.04641
19 C -1.89788 -2.72782 1.84277
20 H 4.39434 -1.51017 -0.47106
21 H -0.18789 4.54776 3.58456
22 P -0.68625 2.02417 -1.50723
23 C 2.94495 1.67717 3.37285
24 H -4.12751 -3.02404 -0.16980
25 C 0.88810 1.47784 -3.65750
26 H -2.94929 -1.27095 -2.38027
27 C -1.12140 -1.95956 2.91226
28 H 1.67569 1.72313 -4.37869
29 H -0.04859 1.37206 -4.21541
30 C 0.75832 2.55869 -2.57098
31 H 4.81797 -1.14758 3.50289
32 H 0.66759 -0.61677 4.37497
33 S 2.45105 -3.64702 0.56553
34 C -1.28051 2.43616 1.13075
35 C 1.51507 -6.67548 -1.96959
36 H 0.73497 4.75359 -2.46804
37 H 0.84408 1.78192 3.78567
38 H -6.06945 1.99854 2.87421
39 C -3.42488 2.18661 -2.06374
40 H -2.04501 -4.39912 -0.43935
41 H -5.08608 -1.88971 1.41009
42 H 1.17760 4.21522 -0.45006
43 H 1.49417 -6.24943 0.12969
44 C -4.80464 -0.85688 1.58736
45 H -0.18030 -1.58748 2.50778
46 C 3.95687 -0.49735 3.59828
47 H 5.98334 -0.69089 -0.39634
48 H 3.00951 2.71996 3.08706
49 H 2.63318 -2.09554 4.14538
50 P 4.18072 0.84828 -0.67930
51 H -3.72386 2.22665 -1.01414
52 H 4.81362 3.14397 -0.57739
53 H 1.70523 4.08300 -3.78062
54 H -4.42938 -0.92323 -1.48363
55 C -3.17706 0.94715 1.37815
56 C -2.38934 -3.72642 -1.22609
57 C 1.80809 -6.17525 -3.23453
58 H 5.24638 2.29154 0.90987
59 C -4.12467 1.78944 2.02357
60 H -1.88371 2.90169 -3.36028
61 C -0.42585 2.90717 0.08171
62 Cs 1.13809 -0.84828 -0.30456
63 H -2.66173 -4.25450 3.15878
64 C 1.72169 1.14838 3.76489
65 C -1.18184 3.07929 2.38939
66 H 3.84313 1.71745 -2.86651
67 C -0.25417 4.08898 2.60221
68 H 5.39541 0.83810 -2.75095
69 H -1.81163 2.73947 3.20313
70 H -4.35248 -2.33511 -2.55548
71 S 3.05830 -2.38102 -2.54632
72 H -1.70125 -1.10778 3.28302
73 C -5.36529 1.31574 2.40769
74 C 4.94272 -0.64421 -0.06635
75 C -3.26808 -2.59287 -0.69366
76 P -2.26252 -1.53184 0.45410
77 C 1.62146 -0.20120 4.07858
78 H -1.19616 -3.43741 1.39030
79 H 1.13443 -7.68434 -1.84519
80 H 5.02259 1.26722 3.01054
81 H 4.88254 -0.65782 1.02223
82 C -5.73334 -0.01031 2.18903
83 C -3.78478 -1.72837 -1.84198
84 H -3.71069 -2.83953 3.02854
85 H 2.50210 -4.46552 -4.32647
86 C 4.34092 0.83133 -2.46671
87 H -3.32779 1.13270 -2.32586
88 H -0.05232 4.08383 -3.89563
89 H 1.34329 5.27930 1.77352
90 H -2.51023 4.46151 -0.80097
91 C 5.24242 2.22320 -0.17847
92 H -3.12478 4.85709 -2.41342
93 H 3.87087 -0.06578 -2.87565
94 H 1.12272 0.49850 -3.22954
95 C -3.05232 -3.50317 2.46362
96 O 2.77501 1.07823 -0.20292
97 C -3.54110 -0.42999 1.19988
98 C 0.50127 3.90120 0.33724
99 C 1.71421 -5.86735 -0.86096
100 C 2.27962 -4.87545 -3.34807
101 H -3.87522 2.83354 2.16859
102 H -3.65552 -4.02824 1.71873

Summary:
Energy relative to the best compared isomer or geometry (same formula, charge and spin) ... 82.64 kJ/mol
LUMO level ... 3.51 eV
Charge ... -2
HOMO ... -0.642 eV

---

# 2
ORCA calculation (ωB97M-V with the def2-TZVPD basis set) on a molecular structure, C39H55N5O3PPdSTe.

Cartesian coordinates (Å):
1 C -3.90483 -0.94921 1.71134
2 C 3.68080 4.10200 3.38025
3 H 2.00968 -1.93346 0.65631
4 H -4.39765 0.00053 1.92662
5 C -1.47608 2.90473 2.66393
6 H 1.01106 5.09479 -1.33017
7 H 0.83263 4.68523 -4.60956
8 H -3.31864 1.70680 0.11660
9 C -3.04727 -1.37362 2.87487
10 C 0.68462 -6.29553 0.45395
11 H -2.29477 -1.54418 -4.35115
12 H 2.38349 0.45066 -2.57729
13 H -1.59036 3.59099 -3.44877
14 H -1.59409 1.85956 -5.96032
15 H 2.33235 3.74752 -4.59886
16 C 1.64458 4.31889 -3.97916
17 C 0.48921 -2.58057 3.77565
18 C 1.15507 -7.71636 0.33657
19 H 1.95485 3.09161 -2.23649
20 C -3.59262 -1.94253 6.60084
21 H 6.05086 4.06552 0.86730
22 H 1.98327 2.80729 3.45777
23 O 1.71418 0.44883 2.35547
24 H -0.38668 5.04088 -2.38931
25 C -2.53191 -4.46734 1.27660
26 H 3.17551 -3.18023 0.27436
27 H 1.89817 -7.93820 1.10413
28 H -0.22499 3.85894 -1.08555
29 C -2.47723 1.99628 0.73491
30 H -3.30596 -2.73647 -3.48713
31 C -0.62969 -5.99975 0.79284
32 H 2.00764 0.56625 -6.23152
33 C 4.33593 2.79693 0.96871
34 O 2.97488 0.38728 0.20647
35 H -2.95456 -3.61971 0.73691
36 H 3.46481 4.61834 4.30707
37 H 3.10256 1.58532 -3.72664
38 C -2.93785 -1.86752 5.25135
39 H -1.64806 -3.14173 -3.96169
40 H -3.09148 -1.28187 7.30975
41 H -3.53277 -2.95458 7.00261
42 C -1.48447 2.61123 -3.92489
43 C -2.63604 2.56545 1.98365
44 C 1.16597 -3.91778 0.34445
45 H 4.55603 2.24726 0.06392
46 C 1.56281 -5.24145 0.22670
47 N 0.98443 1.78781 0.34011
48 N -1.26273 1.78568 0.23436
49 H -4.64151 -1.65691 6.55178
50 C -2.30015 -2.34144 -3.60993
51 C -1.59851 -2.22520 5.09964
52 H -3.59181 2.18424 -3.78282
53 H 0.58753 -3.59048 3.37223
54 H -4.68913 -1.68652 1.53108
55 C 0.32413 4.41972 -1.84251
56 C 5.15836 3.78775 1.41349
57 H 6.49559 5.66861 2.59258
58 Te -0.76685 -1.66961 0.88815
59 H -2.65113 -4.29186 2.34761
60 C -1.08799 -4.69383 0.92016
61 C 3.19378 2.45125 1.71519
62 H 0.55995 -0.02138 -4.26624
63 H 2.18359 5.19258 -3.60736
64 C -0.95624 -2.17255 3.87311
65 H 0.33202 -8.41894 0.45008
66 H 0.95331 -2.56480 4.76005
67 H 2.98378 -0.12346 -4.13073
68 C -0.16430 -3.66374 0.70196
69 C 1.11094 0.92327 -4.32376
70 C 1.30198 1.27831 -5.80008
71 H -3.35180 -0.84537 0.77593
72 H -2.67344 1.63045 -2.37404
73 H -0.68460 3.36965 -5.82988
74 N 5.65701 5.40702 3.09163
75 C -1.70778 -1.74626 2.76673
76 H -1.32936 -6.81102 0.95699
77 H 1.71619 2.27411 -5.94622
78 H 0.38070 1.20727 -6.36995
79 S 2.16958 1.09742 1.15751
80 H -1.03649 -2.55055 5.96808
81 C -3.63867 -1.44090 4.13442
82 H 5.46866 5.88807 3.95994
83 H -3.61311 2.74670 2.40452
84 C 4.85089 4.45977 2.63927
85 Pd -0.05730 0.61635 -1.25332
86 H -2.44103 3.37258 -5.68562
87 H -2.59151 0.73690 -3.88947
88 H -1.52677 3.37222 3.64049
89 C 1.11247 3.51403 -2.79324
90 H -4.68136 -1.16019 4.23601
91 H 2.14123 -2.54083 -0.99463
92 H 2.59100 -5.45509 -0.04390
93 H 1.06387 -1.90795 3.13152
94 C 2.16659 -2.83110 0.05928
95 N -0.25454 2.69001 2.17716
96 C 2.87045 3.11040 2.92010
97 O -2.25340 -2.35230 -1.21159
98 H 1.62506 -7.89161 -0.63158
99 C -0.19551 2.11061 0.98836
100 N -0.83535 -0.96209 -2.25086
101 P 0.11896 2.02507 -3.22741
102 H -3.11865 -5.34653 1.01640
103 C -1.79469 -1.86660 -2.27590
104 C 2.46759 0.70152 -3.63964
105 C -2.65064 1.73778 -3.45900
106 C -1.53629 2.81494 -5.43963

Summary:
Spin multiplicity ... 6
Energy relative to the best compared isomer or geometry (same formula, charge and spin) ... 0.00 kJ/mol
Expectation value of S² ... 8.799
LUMO level (spin up / spin down) ... -4.76 / -8.42 eV
Charge ... +2
HOMO (spin up / spin down) ... -12.265 / -12.864 eV